*i*
{"formula": "C8H36O14", "method": "wB97M-V/def2-TZVPD", "lumo_energy_ev": -0.26, "gap_ev": 9.48, "total_charge": 0, "smiles": "OCCO.OCCO.OCCO.OCCO.O.O.O.O.O.O", "species": ["O", "C", "C", "O", "H", "H", "H", "H", "H", "H", "O", "C", "C", "O", "H", "H", "H", "H", "H", "H", "O", "C", "C", "O", "H", "H", "H", "H", "H", "H", "O", "C", "C", "O", "H", "H", "H", "H", "H", "H", "O", "H", "H", "O", "H", "H", "O", "H", "H", "O", "H", "H", "O", "H", "H", "O", "H", "H"], "positions_angstrom": [[-21.41255, 16.94479, -3.99306], [-20.18539, 16.43063, -3.50703], [-20.45681, 15.32740, -2.48816], [-21.22833, 15.77829, -1.37392], [-21.48936, 16.71179, -4.92693], [-19.62312, 15.92799, -4.30559], [-19.55737, 17.24188, -3.13620], [-19.53622, 14.91173, -2.08339], [-21.08678, 14.57526, -2.97749], [-21.91063, 16.37090, -1.71253], [-23.80595, 14.09878, -5.43982], [-22.82674, 13.17715, -4.98433], [-21.52607, 13.30710, -5.77370], [-21.12345, 14.66558, -5.81022], [-23.88350, 13.97968, -6.39452], [-22.59216, 13.36389, -3.93494], [-23.25749, 12.17065, -5.01499], [-21.68231, 12.88785, -6.77782], [-20.74009, 12.71331, -5.30608], [-21.95092, 15.17227, -5.75245], [-21.75939, 20.92496, -4.65819], [-23.02425, 20.32550, -4.80879], [-23.60747, 20.51253, -6.18540], [-22.96064, 19.55405, -7.09507], [-21.18157, 20.43370, -5.25853], [-22.93652, 19.26891, -4.54445], [-23.76033, 20.83059, -4.17219], [-23.30595, 21.48268, -6.59441], [-24.67860, 20.39505, -6.36540], [-22.87229, 19.95770, -7.96397], [-19.69838, 21.18741, -11.54160], [-19.38338, 20.08987, -10.71988], [-20.62572, 19.58430, -9.97846], [-21.11283, 20.52180, -9.04012], [-20.03398, 21.91981, -11.01839], [-19.01796, 19.26408, -11.33227], [-18.54954, 20.28549, -10.03616], [-20.27514, 18.63264, -9.55173], [-21.43737, 19.40532, -10.67558], [-20.41152, 20.85468, -8.47095], [-24.54398, 17.34336, -5.64533], [-23.59909, 17.35731, -5.84155], [-24.79176, 18.27025, -5.61524], [-19.62435, 15.12269, -10.03254], [-19.36808, 15.32841, -9.11203], [-18.79690, 15.00005, -10.50913], [-21.47446, 17.19558, -6.82296], [-21.57679, 17.88839, -7.49023], [-20.96387, 16.49952, -7.26435], [-22.09591, 16.15097, -9.53070], [-22.51437, 15.33243, -9.24998], [-21.20117, 15.88779, -9.82542], [-19.49519, 19.25116, -5.81660], [-20.00818, 18.44745, -5.99551], [-19.00013, 19.42113, -6.62439], [-18.88393, 15.51421, -7.32845], [-18.93969, 15.44022, -6.36792], [-18.41381, 14.71428, -7.59573]]}

=====

*ii*
{"formula": "C8H36O14", "method": "wB97M-V/def2-TZVPD", "lumo_energy_ev": 0.07, "gap_ev": 10.07, "total_charge": 0, "smiles": "OCCO.OCCO.OCCO.OCCO.O.O.O.O.O.O", "species": ["O", "C", "C", "O", "H", "H", "H", "H", "H", "H", "O", "C", "C", "O", "H", "H", "H", "H", "H", "H", "O", "C", "C", "O", "H", "H", "H", "H", "H", "H", "O", "C", "C", "O", "H", "H", "H", "H", "H", "H", "O", "H", "H", "O", "H", "H", "O", "H", "H", "O", "H", "H", "O", "H", "H", "O", "H", "H"], "positions_angstrom": [[-28.31400, -14.41800, 4.61100], [-28.59000, -14.71200, 3.20200], [-30.08600, -15.09500, 2.82100], [-30.10800, -15.06300, 1.43300], [-27.60300, -13.83100, 4.58300], [-28.26300, -13.82000, 2.69600], [-28.05600, -15.65700, 2.91900], [-30.84400, -14.39700, 3.23100], [-30.44100, -16.09700, 3.08300], [-29.23900, -15.41100, 1.06200], [-32.43000, -12.79900, 1.60400], [-32.13700, -12.47000, 0.26300], [-32.89600, -11.27400, -0.32300], [-32.42100, -11.11700, -1.67300], [-31.93000, -13.57300, 1.74800], [-31.08300, -12.35100, 0.19000], [-32.24200, -13.36600, -0.31600], [-32.66500, -10.34700, 0.23900], [-33.98100, -11.41900, -0.44800], [-32.39600, -10.18800, -1.82300], [-28.17900, -15.37500, -2.28100], [-29.33100, -15.92900, -2.88700], [-30.40200, -15.99300, -1.84900], [-30.10800, -16.89000, -0.84300], [-28.07600, -15.31600, -1.29200], [-29.70700, -15.35100, -3.71600], [-29.11700, -16.97000, -3.16400], [-31.31200, -16.31600, -2.20300], [-30.50200, -15.05500, -1.31000], [-30.46800, -16.46300, 0.03000], [-31.10600, -12.08300, -6.63300], [-30.80800, -11.98800, -5.24300], [-31.66800, -13.06400, -4.59300], [-31.27900, -13.08600, -3.27700], [-31.98200, -11.78500, -6.85400], [-29.74400, -11.99400, -4.96700], [-31.06100, -10.98800, -4.89000], [-31.43100, -13.97700, -4.98200], [-32.74800, -12.94700, -4.74200], [-31.83800, -12.47400, -2.78500], [-29.04700, -12.62400, -1.74600], [-29.73500, -13.04900, -2.26100], [-28.73600, -13.37200, -1.28100], [-32.88700, -10.40800, 2.81600], [-32.53300, -9.72100, 2.24900], [-33.07200, -11.15500, 2.27900], [-29.76100, -11.29400, 2.06500], [-29.42900, -10.77900, 2.77600], [-30.57400, -11.62900, 2.37800], [-31.67800, -8.18400, -1.12700], [-30.97900, -7.60200, -1.46700], [-31.02900, -8.81000, -0.76400], [-31.44900, -8.40000, 1.60000], [-30.59400, -8.78800, 1.72400], [-31.33900, -8.11600, 0.69700], [-29.72600, -10.01500, -0.38800], [-29.74700, -10.75900, -0.96500], [-29.79200, -10.35900, 0.54400]]}

=====

The structure with the most favorable energy is *i*; the runner-up is 0.0550 hartree above it.

=====

*i*
{"formula": "C4H9N2O2S", "method": "wB97M-V/def2-TZVPD", "lumo_energy_ev": [-3.79, -4.76], "gap_ev": [10.45, 7.27], "total_charge": 1, "species": ["C", "C", "C", "C", "N", "N", "O", "O", "S", "H", "H", "H", "H", "H", "H", "H", "H", "H"], "positions_angstrom": [[-2.80116, -1.18575, -0.24487], [1.09902, 0.22591, 1.10090], [1.40756, 0.67426, -0.95094], [1.38934, -0.66149, -0.16961], [0.36470, -1.49664, -0.59559], [0.75176, 1.35297, 0.19995], [-1.90500, 1.27802, -0.18691], [-3.16725, -0.75137, 0.95659], [-3.14110, 0.52473, -0.24265], [-2.96636, -2.16972, -0.63536], [0.28188, -0.09753, 1.74285], [1.99044, 0.43094, 1.69037], [2.40409, 1.06241, -1.14195], [0.80964, 0.67592, -1.85928], [2.36040, -1.17435, -0.10373], [0.32581, -2.35624, -0.05836], [-0.28708, 1.38381, 0.04338], [1.08330, 2.28411, 0.45521]]}

=====

*ii*
{"formula": "C4H9N2O2S", "method": "wB97M-V/def2-TZVPD", "lumo_energy_ev": -3.61, "gap_ev": 10.48, "total_charge": 1, "species": ["C", "C", "C", "C", "N", "N", "O", "O", "S", "H", "H", "H", "H", "H", "H", "H", "H", "H"], "positions_angstrom": [[0.53124, -0.34165, 0.03491], [-1.13281, 1.25061, 0.06475], [-1.77133, -0.35535, 0.06042], [3.34683, 0.01083, -0.06812], [-0.58449, -1.16853, 0.23538], [0.25648, 0.93412, -0.07079], [-2.77488, -0.54812, 1.06132], [-2.21494, -0.61436, -1.14983], [2.02483, -1.20552, -0.12532], [-1.46961, 1.84615, -0.84380], [-1.24435, 1.64124, 1.08178], [4.24428, -0.48454, 0.14345], [3.38328, 0.70405, 0.73410], [3.41259, 0.74710, -0.83119], [-0.59922, -1.91602, 0.87562], [0.76823, 1.74068, -0.51700], [-3.68214, -0.67704, 0.60703], [-2.49398, -1.56364, -1.29271]]}

=====

The structure with the most favorable energy is *ii*; the runner-up is 0.1862 hartree above it.

=====

*i*
{"formula": "C4H13N2", "method": "wB97M-V/def2-TZVPD", "lumo_energy_ev": -8.41, "gap_ev": 6.68, "total_charge": 1, "species": ["C", "C", "C", "C", "N", "N", "H", "H", "H", "H", "H", "H", "H", "H", "H", "H", "H", "H", "H"], "positions_angstrom": [[0.93058, 0.22372, -0.72212], [0.19897, 1.56674, -0.54105], [-1.24508, 1.48767, -0.97211], [-1.98417, 0.54776, -0.03187], [-1.67052, -0.76781, -0.37082], [0.69977, -0.68851, 0.33939], [0.55876, -0.19878, -1.72558], [2.00960, 0.34949, -0.94477], [0.72114, 2.32917, -1.04743], [0.23032, 1.86305, 0.53080], [-1.76281, 2.39842, -0.97786], [-1.37816, 1.08103, -1.89684], [-3.04953, 0.65333, 0.08036], [4.70002, -3.92161, 3.27301], [-1.65291, 0.71851, 1.00958], [-0.39551, -1.07751, 0.15246], [4.06699, -3.54784, 3.48239], [1.29112, -1.56400, 0.25097], [-2.26859, -1.45282, 0.11148]]}

=====

*ii*
{"formula": "C4H13N2", "method": "wB97M-V/def2-TZVPD", "lumo_energy_ev": -2.90, "gap_ev": 11.11, "total_charge": 1, "smiles": "CNCC[NH2+]C", "species": ["C", "N", "C", "C", "N", "C", "H", "H", "H", "H", "H", "H", "H", "H", "H", "H", "H", "H", "H"], "positions_angstrom": [[-2.33781, 0.89305, -0.90149], [-0.88078, 0.60897, -0.74932], [-0.28725, 1.16606, 0.48142], [1.04197, 0.41506, 0.66217], [0.68297, -1.00380, 0.50065], [1.75629, -1.93645, 0.05896], [-2.48417, 1.78544, -1.51456], [-2.83797, 0.04727, -1.33279], [-2.73727, 1.18800, 0.05849], [-0.38824, 1.05868, -1.52837], [-0.23360, 2.25118, 0.51693], [-0.93834, 0.86379, 1.28795], [1.73693, 0.70083, -0.12359], [1.49200, 0.69950, 1.61717], [-0.05267, -0.87643, -0.21912], [0.15736, -1.31862, 1.31325], [2.68482, -1.39051, 0.01974], [1.80083, -2.82755, 0.65652], [1.55585, -2.21708, -0.97552]]}

=====

*iii*
{"formula": "C4H13N2", "method": "wB97M-V/def2-TZVPD", "lumo_energy_ev": -3.07, "gap_ev": 10.68, "total_charge": 1, "smiles": "CNCC[NH2+]C", "species": ["C", "N", "C", "C", "N", "C", "H", "H", "H", "H", "H", "H", "H", "H", "H", "H", "H", "H", "H"], "positions_angstrom": [[2.35831, 1.22328, -0.00779], [1.11996, 0.50420, -0.34455], [0.95714, -0.76363, 0.35101], [-0.54763, -1.13881, 0.46263], [-1.38166, 0.05480, 0.26194], [-2.50081, -0.00320, -0.71659], [3.22522, 0.81326, -0.53021], [2.26029, 2.26575, -0.28394], [2.52410, 1.14840, 1.06417], [1.14426, 0.29725, -1.32739], [1.47951, -1.59677, -0.12469], [1.38623, -0.69960, 1.35397], [-0.83122, -1.90006, -0.23896], [-0.73894, -1.54794, 1.44042], [-0.74645, 0.83339, -0.00208], [-1.78399, 0.40039, 1.13500], [-3.23312, -0.70492, -0.34158], [-2.87704, 0.99738, -0.90119], [-2.12627, -0.37615, -1.66761]]}

=====

The structure with the most favorable energy is *iii*; the runner-up is 0.0040 hartree above it.

=====

*i*
{"formula": "CH10N2O3", "method": "wB97M-V/def2-TZVPD", "lumo_energy_ev": 0.71, "gap_ev": 9.50, "total_charge": 0, "smiles": "[H]/N=C/N.O.O.O", "species": ["H", "N", "C", "N", "H", "H", "H", "O", "H", "H", "O", "H", "H", "O", "H", "H"], "positions_angstrom": [[-1.74487, 0.58420, -1.68148], [-1.55344, 0.27858, -0.68949], [-1.42827, -0.99506, -0.65060], [-0.64172, -1.73789, 0.16599], [-1.72350, -1.54322, -1.53222], [-0.31309, -2.64554, -0.10152], [-0.02229, -1.14766, 0.75384], [0.71223, 0.04706, 1.93789], [0.40556, 0.92641, 1.67609], [1.02781, 0.10749, 2.79410], [-0.03764, 2.24282, 0.54967], [-0.96122, 2.01225, 0.37151], [0.42404, 2.44344, -0.27458], [1.70559, 0.09932, -1.24402], [1.62583, -0.32024, -0.35234], [2.52500, -0.35195, -1.72284]]}

=====

*ii*
{"formula": "CH10N2O3", "method": "wB97M-V/def2-TZVPD", "lumo_energy_ev": 0.62, "gap_ev": 10.70, "total_charge": 0, "smiles": "[H]/N=C/N.O.O.O", "species": ["H", "N", "C", "N", "H", "H", "H", "O", "H", "H", "O", "H", "H", "O", "H", "H"], "positions_angstrom": [[2.32826, -1.23048, 1.87099], [1.65187, -0.60615, 1.45077], [1.57103, 0.53177, 2.02620], [0.49320, 1.31662, 1.70688], [2.16731, 0.83001, 2.88055], [0.59713, 2.30750, 1.80553], [-0.08284, 1.07855, 0.91766], [-1.95752, -0.86163, -2.29580], [-1.59976, -1.53040, -2.88165], [-1.57260, -1.00066, -1.42755], [-0.00749, -2.05629, -0.46224], [0.20449, -1.38458, 0.19516], [0.81224, -2.36331, -0.83171], [-1.80693, 1.91817, -1.72768], [-1.90495, 0.95152, -1.72439], [-0.89343, 2.09936, -1.50270]]}

=====

The structure with the most favorable energy is *ii*; the runner-up is 0.0173 hartree above it.